69
Properties=species:S:1:pos:R:3:mulliken_spin:R:1 method="wB97M-V/def2-TZVPD" charge=+1 gap_ev="6.7 / 6.3" e_tot_ev=-143487.6548 multiplicity=6 de_lowest_kj_mol=158.3
Ir -0.5168 0.8756 0.2450 1.6143
Se 2.7442 1.1603 -0.3421 -0.0093
S 2.2288 2.2024 -2.5030 0.4367
O -4.0294 -0.4914 1.6326 -0.0024
O -5.4051 -1.9577 0.8573 -0.0043
O 1.2290 -2.1897 -1.3098 0.4116
O -2.1863 -0.0865 -0.2143 0.0036
O -1.3154 -6.1704 -1.0985 -0.0046
O -3.2721 -6.1976 -0.1923 -0.0005
O -3.1449 4.1312 -0.8792 0.0813
O 0.3542 -0.1705 -1.1665 0.0319
O -1.3592 3.0199 -0.0706 0.1235
N 3.8314 2.3491 0.3573 0.0978
N -4.3067 -1.4680 0.9608 0.0016
N 1.2978 1.8518 0.5177 0.0278
N 0.4455 -2.6583 3.9673 -0.0020
N 0.3167 -0.6997 2.0065 0.1587
N -2.2762 -5.6378 -0.5865 0.0009
N 1.2900 0.4830 -4.2424 0.0207
N -1.1434 1.8133 -2.5596 0.4245
N -2.0206 2.7623 -2.3017 0.5318
N 3.1655 -0.2396 -2.9607 0.0120
N -3.0032 1.7190 3.5446 0.0014
N -1.4979 1.3167 2.0656 0.1263
N 0.1948 -1.5379 -1.1145 0.3713
N -2.3392 0.6586 4.0246 -0.0001
C -0.4843 -0.6747 3.0773 -0.0082
C 2.2084 -1.6894 -4.5704 0.0081
C 3.6706 4.3362 1.7349 -0.0099
C 4.1149 -2.4539 -3.1027 0.0006
C -1.4402 0.4312 3.1010 0.0207
C -2.2214 -4.1760 -0.4358 -0.0160
C -2.5159 2.1075 2.3706 -0.0139
C -1.0192 -2.1325 -0.7329 -0.0914
C -1.0760 -3.5177 -0.8466 0.1025
C 2.2438 0.6261 -3.3342 -0.0297
C 0.8674 3.8164 1.9203 -0.0076
C 1.2427 -2.6735 2.9102 -0.0011
C 1.1916 -1.6946 1.9230 0.0087
C 3.1091 3.2139 1.0588 0.1220
C 1.4453 4.8811 2.5382 0.0954
C 2.8476 5.1458 2.4497 0.0467
C 3.1397 -1.4331 -3.5643 0.0034
C -3.3029 -3.5193 0.1224 0.0830
C -2.1977 3.3973 -0.9148 -0.0045
C -2.1255 -1.3916 -0.2168 0.1076
C -3.2090 -2.1445 0.2589 -0.0170
C 1.3075 -0.6923 -4.8816 0.0012
C 1.6914 2.9517 1.1557 0.1613
C -0.4146 -1.6573 4.0590 0.0005
H 3.6543 -3.0538 -2.3163 0.0002
H -2.8749 2.7672 -2.8483 -0.0208
H -4.1755 -4.0570 0.4632 0.0014
H 2.1860 -2.6382 -5.0826 0.0003
H -0.1934 3.6342 1.9734 0.0034
H 0.5630 -0.8318 -5.6565 -0.0003
H 4.7330 4.5063 1.6529 -0.0021
H -3.7977 2.0896 4.0447 0.0003
H 1.8446 -1.7307 1.0600 -0.0008
H -1.0688 -1.6243 4.9191 0.0009
H -2.8857 2.9278 1.7820 -0.0007
H -0.2410 -4.0638 -1.2571 0.0096
H -0.1495 2.0313 -2.4577 -0.0004
H 4.9966 -1.9686 -2.6901 0.0002
H 3.2466 6.0083 2.9641 0.0033
H 4.4053 -3.1215 -3.9115 -0.0002
H 1.9445 -3.4932 2.8289 0.0005
H 0.8328 5.5604 3.1140 0.0054
H -1.3750 1.1631 -3.2991 -0.0170